1.
The following is a quantum chemistry calculation of C24H37NO3PReSSe2 as an isolated structure, from the Open Molecules 2025 dataset.

```
! RIJCOSX wB97M-V def2-TZVPD def2/J DEFGRID3
* xyz 0 1
Re 1.3294 -0.2518 -0.1515
O -0.7943 5.9368 -0.1570
C -1.1013 4.8233 0.6827
C 0.0209 3.7893 0.5787
C 0.1193 3.3735 -0.8898
O 0.8039 2.1489 -1.1544
C 1.2968 4.4252 1.1460
Se 2.6847 3.0911 1.4149
C -0.3814 2.6234 1.4588
Se 1.0333 1.2718 1.6721
H -1.4833 6.5991 -0.0467
H -2.0460 4.3592 0.3803
H -1.1943 5.1380 1.7260
H 0.5494 4.1931 -1.4654
H -0.8923 3.2166 -1.2615
H 1.7568 2.2623 -1.0336
H 1.0679 4.8899 2.1037
H 1.6892 5.1910 0.4795
H -1.2394 2.0779 1.0683
H -0.6103 2.9663 2.4696
O 3.0530 0.7806 -0.8145
N 4.1866 0.1177 -1.0340
C 5.2874 0.8776 -1.2435
C 6.5000 0.2861 -1.4512
C 6.5762 -1.1100 -1.4428
C 5.4361 -1.8475 -1.2441
C 4.1943 -1.2250 -1.0396
S 2.6846 -2.0729 -0.8206
H 5.1006 1.9398 -1.2084
H 7.3684 0.9075 -1.6146
H 7.5272 -1.6062 -1.5861
H 5.4561 -2.9288 -1.2356
C -0.2529 -3.8856 -1.1822
C -1.1511 -2.6415 -1.2364
C -2.6158 -3.1003 -1.2755
C -0.8813 -1.9171 -2.5619
P -0.7013 -1.4152 0.1564
C -2.1878 -0.2987 0.0115
C -2.0581 0.7650 -0.8827
C -3.1147 1.6324 -1.1429
C -4.3250 1.4736 -0.4852
C -4.4769 0.4226 0.4115
C -3.4277 -0.4590 0.6382
C -0.8659 -2.3275 1.8280
C -1.9064 -3.4503 1.9482
C -1.1544 -1.3012 2.9308
C 0.5096 -2.9412 2.1263
H -0.4582 -4.4984 -2.0667
H -0.4438 -4.5046 -0.3095
H 0.8110 -3.6466 -1.2006
H -2.7714 -3.6561 -2.2073
H -3.3172 -2.2672 -1.2801
H -2.8784 -3.7668 -0.4623
H -0.9580 -2.6470 -3.3743
H 0.1104 -1.4677 -2.6011
H -1.6179 -1.1309 -2.7480
H -1.1100 0.9128 -1.3917
H -2.9867 2.4346 -1.8601
H -5.1440 2.1574 -0.6722
H -5.4192 0.2777 0.9249
H -3.5942 -1.2822 1.3151
H -2.9219 -3.1467 1.7083
H -1.9124 -3.7989 2.9875
H -1.6630 -4.3078 1.3280
H -2.1813 -0.9394 2.9179
H -0.4933 -0.4377 2.8749
H -0.9811 -1.7830 3.8989
H 0.8361 -3.6479 1.3608
H 0.4422 -3.4767 3.0806
H 1.2823 -2.1771 2.2076
*
```

Calculated values
electronic energy: -6837.78631 a.u.
HOMO level (spin up / spin down): -5.940 / -5.961 eV
Kohn-Sham gap (spin up / spin down): 6.16 / 6.17 eV
ΔE to the lowest compared entry with this formula, charge and spin: 42.4 kcal/mol

These are the Löwdin partial charges, in e, on atoms 1 to 8: 0.46 -0.04 -0.21 -0.58 -0.18 -0.19 -0.50 0.66

2.
The following is a quantum chemistry calculation of C24H38AsBaN7O2P2S4 as an isolated structure, from the Open Molecules 2025 dataset.

```
! RIJCOSX wB97M-V def2-TZVPD def2/J DEFGRID3
* xyz -1 2
Ba 0.5864 0.2083 -0.0584
C 4.0585 -4.4825 1.7989
N 3.7817 -3.2759 1.0601
C 4.5743 -2.7177 0.0856
C 3.9270 -1.6012 -0.3438
N 2.7618 -1.4382 0.3480
C 2.6708 -2.4650 1.2130
P 1.1610 -3.1919 1.9124
C 0.0470 -3.3227 0.4831
N -0.2670 -2.3916 -0.4242
C -0.9200 -3.0349 -1.4367
C -1.0159 -4.3630 -1.1626
N -0.4071 -4.5496 0.0545
C -0.2487 -5.8058 0.7510
C 0.3292 -1.8136 2.8170
N -0.3506 -0.7999 2.3090
C -1.0830 -0.2450 3.3161
C -0.8572 -0.9374 4.4669
N 0.0211 -1.9403 4.1439
C 0.6059 -2.8803 5.0847
H 5.0190 -4.8813 1.4814
H 4.0909 -4.2863 2.8728
H 3.2826 -5.2306 1.6145
H 5.5084 -3.1638 -0.2074
H 4.2138 -0.9148 -1.1242
H -1.2313 -2.5158 -2.3295
H -1.4404 -5.1840 -1.7137
H -0.7277 -6.5939 0.1743
H 0.8109 -6.0459 0.8728
H -0.7040 -5.7618 1.7408
H -1.7115 0.6131 3.1395
H -1.2292 -0.8144 5.4688
H -0.0353 -2.9488 5.9606
H 0.6880 -3.8601 4.6211
H 1.5999 -2.5575 5.3939
S 1.4284 -0.5303 -3.1521
C 0.5330 0.8893 -3.5361
C 0.4362 1.3828 -4.8639
C -0.2479 2.5487 -5.1163
C -0.8398 3.2488 -4.0614
C -0.7190 2.7119 -2.7986
N -0.0769 1.5650 -2.5376
H 0.9203 0.8291 -5.6569
H -0.3152 2.9284 -6.1301
H -1.3675 4.1799 -4.2178
H -1.1419 3.2134 -1.9323
C 0.8281 6.7268 3.3409
C 0.5387 5.2741 3.0507
O 0.8386 5.0321 1.6734
P 0.7039 3.5160 1.1339
S 1.9878 2.3264 2.0632
S -1.1592 2.8923 1.0354
O 1.1697 3.7342 -0.3935
C 2.5075 4.1361 -0.7233
C 2.7828 3.6814 -2.1394
H 0.6426 6.9374 4.3964
H 0.1906 7.3734 2.7371
H 1.8697 6.9577 3.1156
H -0.5111 5.0334 3.2303
H 1.1536 4.6146 3.6680
H 3.2025 3.6808 -0.0170
H 2.5757 5.2212 -0.6309
H 2.8363 2.5922 -2.1973
H 3.7307 4.0973 -2.4883
H 1.9853 4.0141 -2.8059
C -4.8291 -2.1436 -1.8650
As -4.4488 -0.3052 -1.4319
C -5.9672 0.6841 -2.0995
C -3.0304 0.1640 -2.6313
S -4.0668 0.0160 0.5774
H -5.1646 -2.2250 -2.8993
H -5.5915 -2.5164 -1.1855
H -3.9087 -2.7083 -1.7194
H -6.2835 0.3078 -3.0719
H -5.6604 1.7250 -2.1841
H -6.7772 0.6062 -1.3792
H -3.3287 0.0152 -3.6694
H -2.1506 -0.4389 -2.4111
H -2.7852 1.2050 -2.4599
*
```

Calculated values
electronic energy: -6008.08756 a.u.
HOMO level (spin up / spin down): -1.172 / -4.285 eV
Kohn-Sham gap (spin up / spin down): 3.58 / 6.62 eV
ΔE to the lowest compared entry with this formula, charge and spin: 12.4 kcal/mol

These are the Löwdin partial charges, in e, on atoms 1 to 8: 1.39 -0.08 -0.17 -0.10 -0.18 -0.12 -0.48 1.05

3.
The following is a quantum chemistry calculation of C24H38AsBaN7O2P2S4 as an isolated structure, from the Open Molecules 2025 dataset.

```
! RIJCOSX wB97M-V def2-TZVPD def2/J DEFGRID3
* xyz -1 2
Ba 0.3199 -0.6523 0.0625
C -5.4248 -0.0881 1.4493
N -4.0186 0.1520 1.5641
C -3.3926 1.0006 2.4523
C -2.0613 0.9189 2.1911
N -1.8335 0.0369 1.1676
C -3.0399 -0.4187 0.7779
P -3.4384 -1.6044 -0.4910
C -2.2607 -3.0212 -0.1342
N -1.0755 -2.8668 0.4650
C -0.7550 -4.0710 1.0310
C -1.7486 -4.9724 0.7996
N -2.7104 -4.3010 0.0825
C -3.9227 -4.8688 -0.4453
C -2.5246 -0.8361 -1.9349
N -1.4706 -0.0394 -1.8498
C -1.3450 0.5995 -3.0489
C -2.3491 0.2063 -3.8810
N -3.1092 -0.6831 -3.1634
C -4.2664 -1.3801 -3.6684
H -5.9491 0.5018 2.1992
H -5.6495 -1.1493 1.6028
H -5.7864 0.1889 0.4536
H -3.9485 1.5776 3.1708
H -1.2486 1.4356 2.6726
H 0.1615 -4.2064 1.5816
H -1.8617 -6.0067 1.0752
H -4.2154 -5.7232 0.1643
H -3.7976 -5.1979 -1.4800
H -4.7141 -4.1189 -0.4083
H -0.5433 1.2958 -3.2293
H -2.5924 0.4705 -4.8955
H -4.8764 -0.6960 -4.2594
H -4.8560 -1.7421 -2.8280
H -3.9765 -2.2281 -4.2928
S 2.4906 0.2120 -2.0349
C 1.6141 -1.0190 -2.8871
C 1.7708 -1.2026 -4.2821
C 1.0246 -2.1392 -4.9480
C 0.1034 -2.9186 -4.2409
C 0.0155 -2.7105 -2.8834
N 0.7489 -1.8155 -2.2185
H 2.4844 -0.5741 -4.7969
H 1.1467 -2.2714 -6.0175
H -0.5180 -3.6570 -4.7294
H -0.6857 -3.2813 -2.2812
C 5.6160 -1.0426 4.3543
C 4.1393 -1.0947 4.6961
O 3.4372 0.0065 4.1226
P 2.6568 -0.0854 2.7074
S 1.9224 -1.9038 2.4401
S 1.5223 1.5255 2.6365
O 3.8357 0.0275 1.6046
C 4.3598 1.2612 1.1176
C 5.2301 1.9716 2.1350
H 6.1376 -1.8750 4.8310
H 6.0622 -0.1092 4.7006
H 5.7557 -1.1171 3.2760
H 3.9847 -1.0182 5.7744
H 3.6961 -2.0315 4.3513
H 3.5278 1.8982 0.8126
H 4.9259 0.9901 0.2259
H 4.6449 2.2512 3.0108
H 5.6442 2.8783 1.6882
H 6.0541 1.3334 2.4569
C 0.4052 4.7436 1.6676
As 0.3444 4.6069 -0.2571
C 2.1531 4.1366 -0.7440
C 0.1581 6.4423 -0.8564
S -1.1257 3.3653 -1.0077
H 1.0752 5.5484 1.9704
H 0.7582 3.7928 2.0619
H -0.6039 4.9290 2.0331
H 2.8201 4.9775 -0.5511
H 2.1749 3.8627 -1.7974
H 2.4521 3.2739 -0.1510
H 0.8993 7.0934 -0.3949
H -0.8485 6.7755 -0.6089
H 0.2709 6.4515 -1.9398
*
```

Calculated values
electronic energy: -6008.06962 a.u.
HOMO level (spin up / spin down): -1.210 / -4.329 eV
Kohn-Sham gap (spin up / spin down): 3.57 / 6.64 eV
ΔE to the lowest compared entry with this formula, charge and spin: 23.7 kcal/mol

These are the Löwdin partial charges, in e, on atoms 1 to 8: 1.49 -0.09 -0.17 -0.09 -0.18 -0.19 -0.51 1.05